Density functional theory data (ωB97M-V/def2-TZVPD) for a molecular structure, C32H29BIrN8O3.

Properties
**2S+1**: 6
**Total charge**: 0
**Electronic energy**: -55226.080 eV
**Relative energy (zero: lowest compared OMol25 entry of this formula, charge and spin)**: 125.26 kJ/mol
**E_LUMO (spin up / spin down)**: 0.06 / -3.40 eV

Each line ends with the Löwdin charge.
Atoms and positions in Å:
Ir -5.971 -14.842 10.939  1.516
O -1.128 -14.341 9.924  0.058
C -0.830 -15.681 9.928  -0.232
C 0.474 -16.115 9.868  -0.013
C 0.795 -17.498 9.767  -0.037
C -0.247 -18.449 9.959  -0.083
C -1.543 -18.036 10.108  -0.035
C -1.859 -16.672 10.127  -0.103
C -3.202 -16.271 10.312  -0.424
O -3.660 -15.088 10.201  -0.116
N -4.176 -17.231 10.391  0.095
N -5.450 -16.866 10.593  -0.145
C -6.389 -17.882 10.171  -0.019
C -7.527 -18.052 10.859  -0.188
C -8.307 -19.218 10.769  -0.029
C -9.188 -19.660 11.674  -0.064
C -9.616 -18.816 12.703  -0.068
C -8.979 -17.595 12.844  0.018
C -7.929 -17.256 12.012  -0.303
O -7.463 -16.011 12.207  -0.104
H -2.064 -14.169 10.183  0.091
H 1.223 -15.303 9.813  0.126
H 1.808 -17.846 9.718  0.093
H -0.003 -19.483 9.857  0.090
H -2.364 -18.671 10.321  0.098
H -6.152 -18.410 9.235  0.144
H -8.089 -19.905 9.979  0.118
H -9.460 -20.790 11.748  0.157
H -10.270 -19.079 13.505  0.098
H -9.278 -16.879 13.633  0.145
C -3.740 -14.761 13.437  -0.146
N -4.950 -14.336 12.732  -0.100
C -5.672 -13.472 13.448  -0.070
C -6.829 -12.895 12.875  -0.312
C -7.723 -11.931 13.257  -0.015
C -8.613 -11.893 12.122  -0.106
C -8.260 -12.726 11.096  -0.122
N -7.137 -13.376 11.533  -0.168
C -3.695 -16.313 13.504  -0.175
C -4.892 -16.958 14.012  -0.046
C -4.906 -18.286 14.255  -0.106
C -3.791 -19.118 14.064  -0.045
C -2.615 -18.441 13.641  -0.092
C -2.596 -17.124 13.341  -0.090
H -3.501 -14.350 14.387  0.112
H -2.859 -14.570 12.805  0.115
H -5.544 -13.197 14.575  0.172
H -7.517 -11.498 14.218  0.103
H -9.445 -11.175 12.091  0.095
H -8.755 -13.053 10.177  0.112
H -5.835 -16.419 13.998  0.093
H -5.821 -18.708 14.608  0.093
H -3.775 -20.167 14.267  0.091
H -1.829 -19.138 13.324  0.110
H -1.649 -16.747 12.925  0.126
B -5.127 -14.678 7.613  -0.395
N -6.625 -14.876 7.884  -0.053
C -7.568 -15.291 7.060  -0.118
C -8.634 -15.808 7.699  -0.044
C -8.309 -15.586 9.057  -0.139
N -7.075 -15.084 9.106  -0.092
N -4.626 -13.335 8.331  -0.088
C -3.822 -12.368 7.792  -0.124
C -3.874 -11.214 8.500  -0.083
C -4.775 -11.526 9.531  -0.141
N -5.221 -12.796 9.402  -0.015
H -4.661 -15.666 8.013  0.049
H -4.944 -14.469 6.399  0.084
H -7.430 -15.386 5.966  0.141
H -9.566 -16.277 7.407  0.101
H -8.810 -15.875 9.963  0.102
H -3.218 -12.606 6.879  0.132
H -3.384 -10.278 8.327  0.087
H -5.148 -10.906 10.290  0.081

Force components x, y, z for each atom (eV/Å):
Ir 0.3 0.5 -2.4
O 0.7 -0.8 0.2
C -2.3 -0.1 1.0
C 1.5 -0.3 -0.9
C -2.0 0.9 1.2
C 1.3 0.9 -1.0
C 0.2 1.3 0.5
C 2.2 0.5 -0.6
C -4.8 1.0 -0.4
O 1.5 0.2 0.9
N -0.5 -1.6 0.0
N 1.8 -0.1 -0.6
C 3.0 1.5 -1.3
C -2.6 -1.1 2.8
C 2.2 0.2 -2.7
C -2.6 -2.2 3.4
C 0.3 -0.6 0.1
C -0.5 0.3 0.5
C 1.2 3.4 -0.4
O -0.7 -2.2 0.1
H 0.2 -0.6 -0.5
H -0.2 -0.8 0.0
H 0.3 0.1 -0.2
H 0.1 -0.6 0.2
H -0.4 -0.8 -0.1
H -0.1 0.1 0.6
H 0.4 -0.3 -0.6
H 0.2 2.3 -0.6
H -0.5 -0.6 0.0
H 0.4 -0.5 -0.6
C 1.4 -3.2 -3.2
N -1.1 2.2 3.1
C 0.1 -0.5 0.5
C 0.0 -1.5 -3.0
C 0.3 -1.5 -1.8
C -1.9 3.0 1.6
C 1.5 -1.5 1.1
N 0.4 0.9 2.1
C -2.6 -0.1 2.2
C 1.5 2.0 -1.7
C 0.2 -2.0 0.3
C 0.9 2.8 -0.1
C -1.3 -4.1 -0.3
C 1.4 2.0 -0.6
H -0.6 0.7 0.9
H -0.2 0.6 0.0
H 0.6 -0.6 -2.1
H -1.0 0.8 0.0
H 0.3 -0.5 -0.2
H 0.3 0.6 0.4
H 0.2 0.2 0.4
H -0.6 -0.4 0.1
H -0.2 -0.4 0.0
H 0.3 0.8 0.4
H -0.5 0.2 0.2
B 0.6 1.6 -1.0
N -0.2 0.2 0.0
C 0.4 -0.7 -4.0
C -1.6 -0.1 2.7
C 0.4 -0.5 -0.9
N -0.2 0.1 2.9
N 0.3 1.3 -0.7
C 0.9 -2.2 -2.3
C -0.6 0.1 1.0
C -0.1 -1.6 -0.8
N 0.0 0.4 0.7
H 0.8 -0.6 0.3
H -0.2 -0.3 0.7
H 0.3 0.6 0.9
H 0.4 0.3 -0.5
H -0.2 0.2 0.0
H -0.8 0.3 1.0
H 0.2 0.1 -0.1
H -0.4 0.6 1.0